1:
Entry from the Open Molecules 2025 dataset: a gas-phase ion, C4H8NO3 (charge -1) (wB97M-V/def2-TZVPD).

The multiplicity is 1. The LUMO energy is 3.85 eV. As for the charge: -1. As for the structure (SMILES): O=C[C@@H](CO)NC[O-].

Bonds (Å) are listed after each position.
CARTESIAN COORDINATES (ANGSTROEM)
1 O -1.3540 -1.4718 0.9541  C2 1.226
2 C -0.2807 -1.0086 0.5844  O1 1.226, C3 1.516, H9 1.110
3 C -0.1995 -0.0497 -0.5876  C2 1.516, C4 1.535, N6 1.438, H10 1.102
4 C -1.1512 1.1235 -0.3144  C3 1.535, O5 1.420, H11 1.102, H12 1.087
5 O -2.5183 0.7635 -0.4465  C4 1.420, H13 0.965
6 N 1.0961 0.4477 -0.9661  C3 1.438, C7 1.514, H14 1.019
7 C 2.0472 0.5884 0.2039  N6 1.514, O8 1.347, H15 1.120, H16 1.119
8 O 2.4691 -0.6037 0.6665  C7 1.347
9 H 0.6649 -1.2101 1.1291  C2 1.110
10 H -0.6316 -0.5967 -1.4406  C3 1.102
11 H -0.9749 1.4751 0.7152  C4 1.102
12 H -0.9734 1.9690 -0.9742  C4 1.087
13 H -2.6126 -0.1755 -0.2431  O5 0.965
14 H 1.6538 -0.2201 -1.4961  N6 1.019
15 H 1.5491 1.1707 1.0209  C7 1.120
16 H 2.8539 1.2431 -0.2126  C7 1.119

2:
Entry from the Open Molecules 2025 dataset: a gas-phase ion, C4H8NO3 (charge -1) (wB97M-V/def2-TZVPD).

The multiplicity is 1. The LUMO energy is 3.50 eV. As for the charge: -1. As for the structure (SMILES): C[C@@H](CO)NC(=O)[O-].

Bonds (Å) are listed after each position.
CARTESIAN COORDINATES (ANGSTROEM)
1 C -0.8074 -1.0254 0.8476  C2 1.550, H9 1.091, H10 1.090, H11 1.099
2 C 0.1071 -0.1753 -0.0706  C1 1.550, C3 1.530, N5 1.438, H12 1.083
3 C -0.3421 -0.2497 -1.5318  C2 1.530, O4 1.433, H13 1.086, H14 1.088
4 O -0.0305 -1.4942 -2.1712  C3 1.433, H15 0.962
5 N 0.1899 1.2071 0.3177  C2 1.438, C6 1.443, H16 1.006
6 C 1.0352 1.6919 1.3817  N5 1.443, O7 1.251, O8 1.252
7 O 1.8511 0.8642 1.8457  C6 1.251
8 O 0.8765 2.9120 1.6126  C6 1.252
9 H -1.5005 -0.3734 1.3809  C1 1.091
10 H -1.3082 -1.8397 0.3237  C1 1.090
11 H -0.2150 -1.5784 1.5904  C1 1.099
12 H 1.1069 -0.5753 0.0477  C2 1.083
13 H 0.1587 0.5565 -2.0606  C3 1.086
14 H -1.4224 -0.1369 -1.5887  C3 1.088
15 H 0.9280 -1.5732 -2.1681  O4 0.962
16 H -0.6272 1.7900 0.2430  N5 1.006

Unit: kJ/mol. Relative energies: 1 233.1; 2 0.0.